(1)
Molecular formula: C26H62IrN3O3P3
Method: DFT, the ωB97M-V functional and the def2-TZVPD basis

Structure (XYZ):
```
98
C26H62IrN3O3P3 | the OMol25 dataset | the ωB97M-V functional and the def2-TZVPD basis
Ir -1.3801 1.6059 -0.2908
C -2.4734 3.0995 -0.5530
O -3.1141 4.0723 -0.6609
C -1.9117 0.1524 -1.3368
O -2.2348 -0.7759 -1.9688
P 0.3551 2.3549 -1.8355
C 1.7223 1.2089 -2.4119
H 2.0918 1.6925 -3.3280
C -0.4072 2.8429 -3.4837
H -1.2329 2.1102 -3.5537
C 1.3901 3.7503 -1.1795
H 1.9373 3.2652 -0.3547
C -2.5588 1.9340 3.0781
P -2.6412 0.7377 1.6441
H -3.0332 -1.1462 3.0802
H -1.4962 1.8474 3.3574
C -4.4875 0.4549 1.3898
H -4.8888 0.5898 2.4084
C -1.0054 4.2486 -3.4864
H -0.2303 5.0259 -3.5728
H -1.6396 4.4563 -2.6176
H -1.6417 4.3281 -4.3815
C 0.4791 2.6710 -4.7277
H -0.0825 3.0349 -5.5998
H 0.7282 1.6218 -4.9234
H 1.4040 3.2647 -4.6672
C 2.4252 4.2863 -2.1725
H 3.1113 3.5227 -2.5528
H 3.0436 5.0285 -1.6484
H 1.9617 4.7992 -3.0256
C 0.5948 4.8981 -0.5571
H 1.2930 5.4842 0.0588
H -0.2107 4.5402 0.0966
H 0.1734 5.5721 -1.3154
C 2.9228 1.0983 -1.4519
H 3.7705 1.6986 -1.8189
H 3.2841 0.0587 -1.4183
H 2.6971 1.4499 -0.4326
C 1.1788 -0.1589 -2.8267
H 1.0084 -0.7789 -1.9335
H 1.9143 -0.6701 -3.4676
H 0.2306 -0.1098 -3.3794
C -3.4182 1.5444 4.2894
H -3.3650 0.4885 4.5736
H -4.4713 1.8152 4.1358
H -3.0632 2.1338 5.1475
C -2.8189 3.4065 2.7567
H -3.8488 3.5842 2.4161
C -1.7334 -2.0133 1.6196
H -2.1178 3.8026 2.0143
H -2.6736 3.9771 3.6864
C -0.9968 -0.6445 3.5647
H -0.6486 -2.0266 1.4259
H -1.9961 -2.9629 2.1162
H -2.2445 -1.9951 0.6521
C -2.1181 -0.8468 2.5388
H -0.6034 -1.6221 3.8815
H -1.3230 -0.1218 4.4720
H -0.1721 -0.0752 3.1135
C -4.8326 -0.9563 0.9019
H -4.3698 -1.1627 -0.0733
H -5.9221 -1.0250 0.7728
H -4.5369 -1.7365 1.6111
C -5.1712 1.4793 0.4785
H -5.0689 2.5139 0.8287
H -6.2467 1.2477 0.4446
H -4.7939 1.4132 -0.5525
H 0.4199 0.2439 0.2529
H 1.8105 -0.5113 0.0564
C 1.0686 -4.1905 2.6285
N 1.6140 -3.1498 1.7309
C 2.3177 -2.0467 2.3998
P 1.9925 -3.6863 0.2107
O 0.8474 -0.6515 0.2118
N 3.2511 -4.7516 0.3562
C 4.4652 -4.4469 1.1297
C 2.9276 -6.1820 0.2166
N 2.1538 -2.9810 -1.2946
C 3.5285 -2.8019 -1.7869
C 1.2662 -3.5683 -2.3295
H 0.6083 -3.6977 3.4944
H 1.8577 -4.8734 2.9919
H 0.2743 -4.7343 2.1014
H 1.7514 -1.1154 2.2700
H 3.3172 -1.8700 1.9811
H 2.3880 -2.2483 3.4770
H 4.7735 -3.4014 0.9891
H 4.3091 -4.6385 2.2051
H 5.2774 -5.0829 0.7457
H 3.4264 -6.5949 -0.6675
H 1.8378 -6.2972 0.1081
H 3.2966 -6.7436 1.0846
H 4.1057 -3.7344 -1.7170
H 3.4486 -2.4803 -2.8307
H 4.0597 -2.0285 -1.2211
H 1.3627 -4.6655 -2.3875
H 0.2267 -3.3182 -2.0993
H 1.5236 -3.1359 -3.3026
```

Output
- Spin multiplicity: 6
- Energy above the lowest of the compared OMol25 structures with the same formula, charge and spin: 9.2 kcal/mol
- HOMO level (spin up / spin down): -0.6727 / -0.7457 hartree
- ⟨S²⟩: 8.77
- Total charge: +4

Löwdin population analysis, charges in e, atoms 1 to 4: 0.888, -0.348, 0.170, -0.351

***

(2)
Molecular formula: C4H4OSe
Method: DFT, the ωB97M-V functional and the def2-TZVPD basis

Structure (XYZ):
```
10
C4H4OSe | the OMol25 dataset | the ωB97M-V functional and the def2-TZVPD basis
C 0.3514 -0.9014 0.5287
C -0.6519 -0.9928 -0.4201
C 1.2478 0.1711 0.7811
C -1.2715 0.0937 -0.9127
O 1.4615 1.1940 0.0758
Se -0.5248 1.5487 -1.4668
H 0.5916 -1.7943 1.1265
H -1.1764 -1.9706 -0.5690
H 1.5921 0.2889 1.9216
H -1.6196 2.3627 -1.0650
```

Output
- Energy above the lowest of the compared OMol25 structures with the same formula, charge and spin: 81.8 kcal/mol
- HOMO level: -0.2972 hartree
- Total charge: 0

Löwdin population analysis, charges in e, atoms 1 to 4: -0.129, -0.272, -0.309, -0.453

***

(3)
Molecular formula: C18H54NO12
Method: DFT, the ωB97M-V functional and the def2-TZVPD basis

Structure (XYZ):
```
85
C18H54NO12 | the OMol25 dataset | the ωB97M-V functional and the def2-TZVPD basis
N -0.0280 0.2481 -0.4419
O -0.7560 -0.5239 0.1011
O 1.1750 0.2331 -0.1569
O -0.4290 1.4701 -0.7709
C -0.6410 -4.3169 -1.6589
C -0.8620 -2.9569 -2.2899
O -1.9580 -2.4579 -1.7099
H -0.4490 -4.2909 -0.5719
H 0.0900 -4.7599 -2.1649
H -1.4120 -4.9449 -1.8739
H -1.3460 -2.9539 -3.2779
H 0.0260 -2.2899 -2.2789
H -1.6850 -2.0629 -0.7829
C 0.8470 5.0211 -0.1209
C -0.4300 4.4791 0.6421
O -0.0940 3.2651 1.3451
H 1.2570 4.1111 -0.6639
H 1.2180 5.4641 0.8011
H 0.5220 6.0281 -0.6129
H -0.9690 4.0981 -0.3199
H -0.7670 5.1831 1.3881
H 0.0350 2.6541 0.6031
C -2.1580 0.8571 -5.5309
C -1.2600 0.9441 -4.2529
O -1.8680 1.5071 -3.0959
H -3.3750 0.5341 -5.5539
H -1.6740 0.1721 -6.3879
H -2.3230 1.8381 -5.9089
H -0.3710 1.4181 -4.4239
H -1.2820 -0.3629 -3.8859
H -1.3590 1.5701 -2.2969
C -5.5370 1.1551 0.3861
C -4.0930 0.9321 -0.0459
O -3.3230 2.0301 0.2421
H -6.0790 2.3841 0.0081
H -5.5860 1.2421 1.3641
H -6.2370 0.5291 -0.0709
H -4.1680 0.8861 -1.1629
H -3.5090 0.2511 0.3951
H -2.4930 1.8831 -0.0229
C 2.8110 -0.4199 4.4941
C 2.4010 0.3381 3.1571
O 2.0570 -0.6519 2.1731
H 2.1590 -1.1899 4.8321
H 2.8490 0.2101 5.5561
H 3.7380 -0.8389 4.5191
H 3.2130 1.0501 2.6981
H 1.4460 0.7031 3.3681
H 1.6010 -0.3429 1.4871
C -0.2470 -4.8349 2.4321
C 0.3330 -3.4569 2.0541
O 0.6580 -2.8689 3.2601
H -0.6340 -5.2839 1.4741
H -1.1730 -4.9699 3.0461
H 0.4370 -5.5209 3.0181
H -0.4780 -2.8589 1.6281
H 1.1860 -3.6289 1.5141
H 1.2070 -1.9969 3.0551
C -1.8270 0.8281 3.7581
C -3.3290 1.0841 3.7351
O -3.8380 1.5211 5.0071
H -1.4060 0.4501 2.8231
H -1.4900 0.2641 4.5821
H -1.2960 1.9121 3.6451
H -3.8100 0.0491 3.5071
H -3.6930 1.8131 2.9461
H -4.7520 1.2861 4.8391
C 2.5810 -2.6809 -0.9239
C 3.1690 -2.0639 -2.0329
O 3.0220 -2.7539 -3.2779
H 2.7460 -2.0869 -0.0109
H 3.2610 -3.7329 -0.7159
H 1.4290 -2.7529 -0.6879
H 4.1780 -1.6399 -1.8589
H 2.6590 -1.1399 -2.3309
H 3.2970 -2.1449 -4.0229
C 5.2110 2.2481 -2.4009
C 3.8240 2.0991 -1.9699
O 3.7340 1.2981 -0.8479
H 5.6500 1.1691 -2.6639
H 5.9690 2.5061 -1.7249
H 5.1150 2.8851 -3.3379
H 3.0740 1.9541 -2.8199
H 3.4230 2.8461 -1.3559
H 2.8850 0.8771 -0.5639
```

Output
- Energy above the lowest of the compared OMol25 structures with the same formula, charge and spin: 280.3 kcal/mol
- HOMO level: -0.2531 hartree
- Total charge: -1

Löwdin population analysis, charges in e, atoms 1 to 4: -0.445, 0.053, -0.040, -0.104

***

(4)
Molecular formula: C29H43Cl2EuF5N3O5Si
Method: DFT, the ωB97M-V functional and the def2-TZVPD basis

Structure (XYZ):
```
89
C29H43Cl2EuF5N3O5Si | the OMol25 dataset | the ωB97M-V functional and the def2-TZVPD basis
C -4.1715 3.0158 0.6603
C -4.9728 1.7486 0.7460
H -4.3764 3.5080 -0.3032
H -3.1023 2.7855 0.7337
H -4.4498 3.7312 1.4572
C -6.2915 1.7896 0.4816
C -6.9935 3.0272 0.0059
H -6.9235 0.9129 0.6501
H -6.5141 3.4638 -0.8813
H -7.1125 3.8335 0.7434
H -8.0138 2.7433 -0.2525
Eu 1.9418 0.2488 0.1001
Cl 0.2789 0.4518 2.2192
C 1.9318 -2.2837 1.5657
O 2.1980 -2.0441 0.3476
N 1.4495 -3.4591 1.9375
C 1.2454 -4.4667 0.9069
C 0.8819 -3.6874 3.2588
H 2.0609 -1.5122 2.3517
H 2.0530 -4.4180 0.1700
H 0.2877 -4.3142 0.3921
H 1.2087 -5.4321 1.4091
H 1.3595 -2.9981 3.9718
H 1.0485 -4.7437 3.5079
H -0.2056 -3.5023 3.2530
H 6.6731 -1.9402 -0.9865
H 8.0900 0.4142 -0.8914
C 6.1087 -1.4800 -1.8050
C 7.4767 0.6207 -1.7927
N 6.1715 -0.0310 -1.6849
H 5.0575 -1.7769 -1.7649
C 5.0486 0.6853 -1.5613
O 3.9170 0.1272 -1.4663
H 7.3310 1.7174 -1.8879
H 5.1919 1.7804 -1.5718
H 6.5948 -1.8009 -2.7337
H 8.0457 0.2222 -2.6561
H 1.2423 4.2774 -4.2117
H -1.1046 2.2826 -2.5654
C 0.9740 3.3565 -4.7634
C -0.8693 2.0753 -3.6892
N 0.5387 2.2508 -3.9078
H 1.8536 3.0434 -5.3307
C 1.4484 1.5284 -3.2245
O 1.2429 0.9232 -2.1527
H -1.1424 1.0351 -3.9324
H 2.4411 1.5822 -3.6627
H 0.1713 3.6080 -5.4663
H -1.4391 2.8039 -4.2886
O -3.0492 0.2094 0.4721
C -4.2043 0.5081 1.2651
C -5.8789 -1.3024 0.5139
C -5.0727 -0.7228 1.5044
H -5.9924 -0.8145 -0.4586
C -6.6687 -2.4218 0.8328
H -3.8029 0.8994 2.2207
C -5.1375 -1.1986 2.8168
H -7.3061 -2.8737 0.0712
C -6.7030 -2.9125 2.1366
C -5.9535 -2.2826 3.1340
H -4.6264 -0.6174 3.5853
H -7.3295 -3.7657 2.3966
H -6.0212 -2.6030 4.1704
Si -2.4769 -1.1646 -0.3509
Cl -2.3653 2.1500 -1.5712
C -3.5326 -1.9600 -1.6641
C -2.3094 -2.4164 1.0924
C -0.7722 -0.8936 -1.0134
H -4.3912 -2.5023 -1.2319
H -2.9126 -2.7036 -2.2005
H -3.8779 -1.2267 -2.4105
H -0.6378 -0.4212 -1.9878
H -0.2364 -1.8546 -1.0163
H -0.3806 -0.2017 -0.2398
H -3.2871 -2.7021 1.5071
H -1.7483 -1.9126 1.8922
H -1.7737 -3.3452 0.8513
F 8.5632 3.0476 2.2530
C 7.3134 2.5737 2.1147
C 7.0973 1.1990 2.0200
F 8.1576 0.3659 2.0797
C 5.8266 0.7287 1.8078
F 5.5623 -0.5936 1.7294
C 4.7501 1.6265 1.5885
O 3.6043 1.2163 1.2004
C 4.9852 3.0218 1.7542
F 3.9301 3.8599 1.6321
C 6.2588 3.4889 1.9901
F 6.5177 4.8139 2.0771
```

Output
- Spin multiplicity: 7
- Energy above the lowest of the compared OMol25 structures with the same formula, charge and spin: 108.3 kcal/mol
- HOMO level (spin up / spin down): -0.2194 / -0.2194 hartree
- ⟨S²⟩: 12.01
- Total charge: 0

Löwdin population analysis, charges in e, atoms 1 to 4: -0.145, -0.228, 0.044, 0.021

***

(5)
Molecular formula: C5H13NO2
Method: DFT, the ωB97M-V functional and the def2-TZVPD basis

Structure (XYZ):
```
21
C5H13NO2 | the OMol25 dataset | the ωB97M-V functional and the def2-TZVPD basis
C 2.7116 1.1812 0.1313
O 2.0071 0.2286 -0.6314
C 0.4639 0.2520 -0.4265
C -0.1533 0.1432 -1.8092
N 0.2883 -0.9167 0.3463
C -1.1039 -0.8988 1.0642
C -2.2517 -0.0087 0.6278
O -1.5426 -2.2247 0.9935
H 2.2453 2.1768 0.0834
H 3.7274 1.2905 -0.2663
H 2.7766 0.8769 1.1827
H 0.2320 1.1998 0.0699
H -0.2599 -0.9003 -2.1252
H -1.1369 0.6158 -1.8579
H 0.4874 0.6345 -2.5479
H 1.0043 -0.9425 1.0690
H -0.8640 -0.6707 2.1066
H -2.5926 -0.2513 -0.3823
H -3.1198 -0.1787 1.2762
H -2.0000 1.0521 0.7054
H -0.9190 -2.6589 0.3904
```

Output
- Energy above the lowest of the compared OMol25 structures with the same formula, charge and spin: 53.2 kcal/mol
- HOMO level: -0.3531 hartree
- Total charge: 0

Löwdin population analysis, charges in e, atoms 1 to 4: -0.142, -0.189, -0.392, -0.026

***

(6)
Molecular formula: C6H12
Method: DFT, the ωB97M-V functional and the def2-TZVPD basis

Structure (XYZ):
```
18
C6H12 | the OMol25 dataset | the ωB97M-V functional and the def2-TZVPD basis
C -1.3002 0.6355 -0.2679
C -1.2713 -0.7756 0.3095
C 0.0503 -1.4091 -0.2427
C 1.3129 -0.7148 0.2212
C 1.3102 0.7789 -0.1918
C -0.1343 1.5009 0.1976
H -2.2866 1.1162 -0.0065
H -1.2760 0.3896 -1.3361
H -1.3439 -0.8267 1.3741
H -2.1116 -1.3408 -0.0933
H 0.1761 -1.3255 -1.3519
H 0.1134 -2.4699 0.0087
H 2.2044 -1.1889 -0.1935
H 1.3939 -0.6971 1.3370
H 1.4119 0.8973 -1.2712
H 2.0117 1.3198 0.4742
H -0.1155 2.4426 -0.3373
H -0.1454 1.6675 1.3702
```

Output
- Energy above the lowest of the compared OMol25 structures with the same formula, charge and spin: 15.7 kcal/mol
- HOMO level: -0.3697 hartree
- Total charge: 0

Löwdin population analysis, charges in e, atoms 1 to 4: -0.253, -0.202, -0.220, -0.245